DFT (wB97M-V/def2-TZVPD) results for a molecular structure, C6H10N2OS.

Each line ends with the Mulliken charge.
CARTESIAN COORDINATES (ANGSTROEM)
1 C 3.0664 0.5685 0.5357  -0.018
2 C 1.3009 -0.3331 -0.0961  0.141
3 C -1.3246 1.6301 0.5872  -1.402
4 C -1.1251 -0.6171 -1.5116  -1.658
5 C -1.2731 0.1432 0.9204  -0.785
6 C -0.6494 -0.7599 -0.1244  0.833
7 N 3.3400 -0.0570 -0.5745  -0.435
8 N 2.1544 -0.6344 -1.0202  -0.301
9 O 1.7411 0.3695 0.9222  -0.259
10 S -0.5897 -2.5298 0.4954  -0.071
11 H 3.7437 1.1830 1.1259  0.401
12 H -0.4111 1.7860 0.0860  0.379
13 H -1.1162 2.1459 1.4821  0.384
14 H -2.1731 2.0477 0.1298  0.385
15 H -2.1185 -0.8413 -1.6136  0.580
16 H -1.1818 0.3602 -1.8027  0.407
17 H -0.5836 -1.3434 -2.2820  0.305
18 H -0.9467 -0.2145 1.8263  0.544
19 H -2.3982 -0.0314 1.0563  0.364
20 H 0.5445 -2.8721 -0.1423  0.206

- 2S+1 = 3
- relative energy (zero: lowest compared OMol25 entry of this formula, charge and spin) (kcal/mol) = 61.6
- total energy (Eh) = -817.2566
- charge = 0
- expectation value of S² = 2.008
- HOMO-LUMO gap (alpha / beta) (eV) = 5.3 / 6.9